Entry 1:
{"formula": "C7H17BBrO2PS", "method": "ωB97M-V/def2-TZVPD", "species": ["O", "C", "C", "C", "C", "B", "C", "C", "C", "S", "P", "O", "Br", "H", "H", "H", "H", "H", "H", "H", "H", "H", "H", "H", "H", "H", "H", "H", "H", "H"], "coordinates": [[0.49187, -1.77599, 1.37326], [1.91908, -1.74969, 1.40431], [2.51789, -1.05735, 0.18653], [2.57524, 0.46375, 0.30085], [1.22226, 1.13873, 0.55125], [0.08286, 1.16214, -0.51638], [-1.39500, 1.47945, -0.11750], [-2.01460, 0.53041, 0.92741], [-2.59181, -0.73682, 0.30783], [-4.23225, -0.40190, -0.41869], [0.59680, 1.09339, -2.43455], [-0.69080, 1.93110, -3.02337], [-0.14408, -1.05074, -2.65981], [0.21329, -2.31167, 0.62328], [2.31666, -2.76340, 1.50637], [2.16951, -1.20632, 2.31814], [1.92071, -1.34561, -0.68100], [3.52319, -1.44440, 0.00312], [3.24413, 0.71233, 1.13014], [3.04254, 0.87581, -0.59805], [1.40447, 2.22229, 0.67279], [0.81281, 0.82478, 1.51497], [-2.06632, 1.56180, -0.97431], [-1.35285, 2.48281, 0.33055], [-2.80960, 1.05765, 1.46084], [-1.27803, 0.23120, 1.67315], [-1.94794, -1.10251, -0.49017], [-2.68388, -1.51998, 1.05842], [-4.14678, -1.25852, -1.44350], [-0.69937, 1.95727, -3.98594]], "forces_ev_per_a": [[0.0, 0.0, 0.0], [-0.1, 0.1, 0.0], [0.0, 0.0, 0.0], [0.0, 0.0, 0.0], [0.0, -0.1, 0.1], [0.1, 0.0, -0.2], [-0.1, -0.1, 0.0], [0.0, 0.1, 0.0], [0.0, -0.1, 0.0], [0.0, 0.0, 0.0], [-0.1, 0.2, 0.0], [-0.1, -0.1, 0.1], [0.0, -0.1, 0.1], [0.0, 0.0, 0.0], [0.0, 0.0, 0.0], [0.1, 0.0, 0.0], [0.0, 0.0, -0.1], [0.0, 0.0, 0.1], [0.0, 0.0, 0.0], [0.0, 0.0, 0.0], [0.0, 0.0, 0.0], [0.0, 0.0, 0.0], [0.0, 0.0, 0.0], [0.1, 0.0, -0.1], [0.0, 0.0, 0.1], [0.0, 0.0, 0.0], [0.0, 0.0, 0.0], [0.0, 0.0, 0.0], [0.0, 0.0, 0.0], [0.1, 0.1, 0.0]], "energy_ev": -102473.6011, "homo_ha": -0.3234, "smiles": "OCCCCB(CCCS)P(O)Br"}

***

Entry 2:
{"formula": "C7H17Br4N3O6", "method": "ωB97M-V/def2-TZVPD", "species": ["C", "N", "O", "O", "H", "H", "H", "C", "N", "O", "O", "H", "H", "H", "C", "N", "O", "O", "H", "H", "H", "Br", "C", "C", "Br", "H", "H", "H", "H", "Br", "C", "C", "Br", "H", "H", "H", "H"], "coordinates": [[4.38496, 0.75499, -2.72867], [5.35322, -0.30696, -2.35683], [4.96996, -1.16505, -1.59023], [6.46853, -0.22153, -2.82776], [4.38667, 0.86523, -3.80787], [4.70869, 1.69102, -2.28004], [3.40671, 0.48041, -2.35810], [-3.76503, -2.17848, -0.64899], [-4.02429, -1.10482, 0.34009], [-3.04903, -0.58825, 0.84598], [-5.17633, -0.81592, 0.58653], [-4.57131, -2.90118, -0.63839], [-2.84154, -2.66662, -0.34681], [-3.61271, -1.72785, -1.62496], [-5.50981, 2.07543, -1.16826], [-4.31044, 2.78987, -1.68884], [-4.49864, 3.81577, -2.30885], [-3.21930, 2.31408, -1.44236], [-5.39812, 1.02136, -1.40095], [-6.37707, 2.50541, -1.64903], [-5.50701, 2.18702, -0.08801], [0.37605, -1.27561, -2.15257], [0.98184, -0.02534, -0.80102], [-0.20941, 0.56163, -0.07419], [0.40637, 2.03938, 1.03653], [1.58353, 0.75027, -1.26063], [1.60927, -0.58827, -0.11469], [-0.66011, -0.15121, 0.60140], [-0.91400, 1.00380, -0.76925], [4.69038, -0.53316, 5.66012], [3.19159, -1.39298, 4.79453], [3.07617, -0.88299, 3.39214], [1.51378, -1.70786, 2.58639], [2.30762, -1.16745, 5.37884], [3.38669, -2.46022, 4.79095], [3.92052, -1.18243, 2.78129], [2.92159, 0.18849, 3.33251]], "forces_ev_per_a": [[-0.3, 0.3, -0.1], [0.1, 0.2, 0.1], [0.1, -0.1, 0.0], [-0.1, -0.1, 0.0], [0.1, -0.1, 0.0], [0.2, -0.1, 0.1], [0.0, -0.1, 0.0], [0.5, -0.6, 0.1], [0.2, 0.0, 0.2], [-0.2, 0.1, 0.0], [-0.1, 0.1, -0.1], [-0.3, 0.2, -0.1], [0.0, 0.1, 0.0], [-0.2, 0.1, 0.0], [0.2, -0.2, -0.1], [0.1, 0.2, 0.0], [0.0, -0.1, 0.0], [-0.1, -0.1, 0.0], [0.0, 0.0, 0.0], [-0.1, 0.1, 0.1], [-0.1, 0.1, 0.0], [0.0, 0.0, -0.1], [0.1, 0.1, 0.6], [0.4, 0.2, -0.2], [0.1, 0.0, 0.1], [-0.1, 0.0, -0.3], [0.0, 0.0, -0.1], [-0.2, 0.0, -0.1], [-0.2, -0.1, 0.1], [0.2, 0.1, 0.1], [0.0, -0.1, 0.0], [0.0, 0.1, -0.3], [-0.2, -0.1, -0.1], [0.0, 0.0, 0.1], [0.0, 0.0, 0.1], [0.1, 0.1, 0.0], [0.0, 0.0, 0.0]], "energy_ev": -304451.8454, "homo_ha": -0.3762, "smiles": "C[N+](=O)[O-].C[N+](=O)[O-].C[N+](=O)[O-].BrCCBr.BrCCBr"}

***

Entry 3:
{"formula": "C7H17ClFNO4P", "method": "ωB97M-V/def2-TZVPD", "species": ["O", "C", "C", "P", "F", "Cl", "O", "C", "C", "O", "H", "H", "H", "H", "H", "H", "H", "H", "H", "H", "C", "C", "O", "N", "C", "H", "H", "H", "H", "H", "H", "H"], "coordinates": [[1.08176, -2.77204, 0.68265], [2.08177, -2.22365, -0.18380], [1.63989, -0.89870, -0.78430], [2.11076, 0.63790, 0.16226], [2.08018, -0.21530, 1.60585], [-0.03938, 1.22097, 0.55980], [2.54465, 2.04237, 1.07141], [3.88982, 1.96817, 1.45914], [4.58571, 1.36594, 0.25496], [3.77730, 0.27250, -0.09298], [1.36615, -2.60230, 1.58856], [3.01143, -2.07349, 0.36791], [2.27326, -2.96683, -0.96475], [0.55959, -0.92123, -0.92821], [2.10923, -0.76173, -1.76334], [2.01762, 1.44380, -1.00000], [4.00118, 1.29167, 2.31948], [4.26013, 2.95700, 1.74390], [4.59714, 2.09570, -0.56995], [5.61410, 1.04227, 0.44249], [-5.85788, -0.01652, -1.11342], [-4.52875, -0.68230, -1.42050], [-4.40078, -1.39605, -2.40523], [-3.51124, -0.44981, -0.56391], [-3.51804, 0.36833, 0.63408], [-6.55729, -0.30498, -1.89232], [-6.24478, -0.33415, -0.14428], [-5.76033, 1.06966, -1.09880], [-2.63828, -0.89283, -0.81172], [-2.77370, 1.15820, 0.55536], [-3.27218, -0.23338, 1.51006], [-4.49906, 0.81078, 0.77960]], "forces_ev_per_a": [[0.2, -0.3, 0.2], [0.0, 0.1, 0.1], [0.0, -0.1, 0.0], [0.6, 0.0, -0.1], [-0.1, 0.0, 0.1], [-0.3, 0.0, 0.0], [0.0, -0.1, 0.0], [0.0, -0.2, 0.1], [0.0, 0.1, -0.1], [-0.2, 0.1, -0.1], [-0.2, 0.2, -0.2], [0.0, -0.1, -0.1], [-0.1, 0.0, 0.0], [0.0, 0.0, 0.0], [0.0, 0.0, 0.0], [-0.1, 0.0, 0.0], [0.1, 0.1, 0.0], [-0.1, 0.1, -0.1], [0.1, 0.0, 0.1], [-0.1, -0.1, 0.1], [0.0, 0.0, 0.0], [0.0, 0.0, 0.1], [0.0, 0.0, 0.0], [0.0, -0.1, 0.0], [0.1, 0.0, -0.1], [0.0, 0.0, 0.0], [0.0, 0.0, 0.0], [0.0, 0.0, 0.0], [0.0, 0.0, 0.0], [0.0, 0.0, 0.0], [0.0, 0.0, 0.0], [0.0, 0.0, 0.0]], "energy_ev": -41747.3103, "total_charge": -1, "homo_ha": -0.1975}

***

Entry 4:
{"formula": "C7H17ClNP", "method": "ωB97M-V/def2-TZVPD", "species": ["C", "C", "C", "C", "C", "C", "C", "N", "P", "Cl", "H", "H", "H", "H", "H", "H", "H", "H", "H", "H", "H", "H", "H", "H", "H", "H", "H"], "coordinates": [[3.28478, 2.36982, -0.84535], [-1.35006, -2.74109, 0.69726], [0.60996, 0.95904, 1.78726], [1.86661, 2.65294, -0.23031], [-2.68984, -3.33263, 0.21311], [0.87676, 1.55219, -0.49897], [-3.76629, -2.37223, 0.06187], [0.00856, 1.20359, 0.57900], [-1.55767, 1.02091, 0.23182], [-2.21030, 2.14474, 1.79465], [3.93626, 3.19911, -0.73330], [3.60682, 1.54009, -0.10834], [3.31350, 2.11269, -1.88494], [-0.88727, -2.17146, -0.13218], [-1.45755, -2.02934, 1.55453], [-0.57891, -3.44497, 1.06677], [1.63573, 0.54618, 1.68175], [0.64530, 1.77313, 2.46461], [0.06140, 0.16810, 2.26384], [1.42750, 3.61506, -0.34238], [2.10345, 2.56556, 0.84085], [-2.58495, -3.95490, -0.56642], [-3.08647, -3.95248, 0.96264], [0.22133, 1.88089, -1.27697], [1.35313, 0.67973, -0.99095], [-4.05666, -1.80110, 0.97530], [-4.48212, -2.34562, -0.65192]], "forces_ev_per_a": [[-1.3, -1.2, 2.2], [0.7, 0.8, 0.2], [1.5, -2.1, 2.0], [1.7, -1.0, 1.2], [0.6, 2.0, 2.5], [0.2, -0.3, -2.1], [0.8, 1.8, 2.9], [1.1, 0.4, -2.2], [-1.5, -0.3, -0.4], [-1.1, 0.5, 0.9], [0.6, 0.8, 0.4], [0.2, 1.0, -1.9], [-0.2, -0.6, -0.5], [-0.2, -0.2, 0.4], [-0.3, -0.4, -0.8], [-0.6, -0.2, -0.5], [-0.4, 0.3, -0.1], [0.1, 1.1, 0.6], [-0.3, -0.4, 0.7], [-0.2, 0.9, -0.6], [-0.2, 0.5, -0.1], [0.7, -2.0, -3.2], [-0.2, -1.3, 1.6], [-0.4, 0.4, -0.8], [0.2, 0.0, 0.7], [0.5, -0.3, -0.8], [-1.8, -0.2, -2.4]], "energy_ev": -30832.5130, "homo_ha": [-0.2606, -0.3343], "multiplicity": 3}

***

Entry 5:
{"formula": "C7H17N3", "method": "ωB97M-V/def2-TZVPD", "species": ["C", "C", "C", "C", "N", "N", "C", "C", "H", "H", "H", "H", "H", "H", "H", "H", "H", "H", "H", "H", "H", "H", "H", "H", "C", "N", "H"], "coordinates": [[2.05671, 0.09982, 0.65599], [0.97444, 1.17447, 0.56642], [1.23415, 2.14200, -0.59163], [-0.47085, 0.65299, 0.64241], [-0.77079, 0.25353, 1.94866], [-0.77817, -0.64339, -0.39394], [-2.21254, -0.91977, -0.33519], [-0.39954, -0.41413, -1.78016], [1.90501, -0.54258, 1.51998], [3.03150, 0.57490, 0.76916], [2.09445, -0.51137, -0.24357], [1.04026, 1.77048, 1.48497], [0.43112, 2.87296, -0.67831], [1.34564, 1.63588, -1.54651], [2.15729, 2.68913, -0.40510], [-1.16245, 1.43559, 0.29328], [-1.76935, 0.20230, 2.10951], [-0.37397, -0.73497, 2.10678], [-2.81413, -0.05011, -0.63490], [-2.49112, -1.22173, 0.67318], [-2.45891, -1.74625, -1.00587], [0.67902, -0.32482, -1.87032], [-0.71873, -1.26023, -2.39652], [-0.86115, 0.49392, -2.18654], [0.00870, -2.39655, 0.36316], [0.00923, -2.47142, 1.53672], [0.31420, -2.76064, -0.60165]], "forces_ev_per_a": [[-0.1, 0.2, 0.1], [0.0, 0.1, -0.2], [0.0, -0.1, 0.1], [0.0, -1.4, -2.0], [0.2, -1.9, 1.0], [-0.3, 2.3, 0.6], [0.1, 0.1, 0.1], [0.1, 0.1, 0.2], [0.0, -0.1, 0.0], [0.0, 0.0, 0.0], [0.0, -0.1, 0.0], [0.0, -0.1, -0.1], [-0.1, 0.1, 0.0], [0.0, 0.0, -0.1], [0.1, 0.0, 0.0], [0.1, -0.1, 0.0], [0.1, 0.0, 0.1], [-0.8, 1.9, 0.0], [0.0, 0.0, 0.0], [0.0, 0.0, 0.0], [0.1, 0.0, 0.0], [0.1, 0.0, 0.0], [0.0, 0.0, 0.0], [0.0, 0.0, -0.1], [0.8, -0.7, 2.0], [-0.1, -0.4, -1.5], [-0.2, 0.1, -0.1]], "energy_ev": -12002.9682, "homo_ha": -0.3042, "smiles": "CC(C)[C@H](N)N(C)C.C#N"}

***

Entry 6:
{"formula": "C7H17N3", "method": "ωB97M-V/def2-TZVPD", "species": ["C", "C", "C", "C", "C", "C", "C", "N", "N", "N", "H", "H", "H", "H", "H", "H", "H", "H", "H", "H", "H", "H", "H", "H", "H", "H", "H"], "coordinates": [[-0.32816, 1.15377, 0.61831], [0.91028, -0.38810, -0.04348], [-1.39235, 1.04262, -0.36389], [0.31417, -0.47992, -1.43549], [-1.89861, -1.48698, -1.20909], [0.67887, -1.53850, 0.89627], [2.34702, 0.06798, -0.03822], [-1.09210, -0.33906, -1.56252], [-0.67516, 0.81693, 1.95513], [0.52475, 2.31258, 0.58728], [0.10304, 0.89490, 2.59906], [0.82096, 2.52181, -0.35763], [-1.52042, 1.26291, 2.29473], [0.06158, 3.13267, 0.96264], [-1.44174, 1.84978, -1.09003], [-2.34830, 0.71239, 0.02543], [0.64140, -1.47045, -1.79780], [0.79343, 0.27419, -2.07148], [-1.49933, -2.39302, -1.68104], [-1.98810, -1.68366, -0.13159], [-2.90431, -1.33888, -1.61651], [1.47482, -1.70043, 1.61250], [2.53704, 0.59768, 0.90316], [0.47765, -2.48299, 0.36617], [-0.21115, -1.37417, 1.51483], [3.04099, -0.75823, -0.11941], [2.57371, 0.79419, -0.81735]], "forces_ev_per_a": [[2.9, -2.1, 0.0], [-1.4, 2.2, 0.6], [-0.4, -2.7, -2.9], [1.0, -0.7, 0.2], [-0.3, -0.1, 0.2], [-1.1, -0.5, 0.1], [-0.3, 0.8, 0.5], [-0.7, 2.6, 2.0], [-0.6, -0.3, -0.1], [0.2, 0.1, -0.3], [-0.2, 0.2, -0.1], [0.1, 0.1, 0.0], [0.2, 0.0, 0.1], [-0.1, 0.0, 0.0], [-0.2, 0.1, 0.3], [-0.2, 0.3, 0.0], [-0.3, 0.2, -0.4], [0.0, 0.0, 0.1], [0.0, 0.2, 0.0], [0.0, 0.0, 0.0], [0.0, -0.1, 0.1], [0.4, 0.0, 0.0], [0.1, -0.2, 0.0], [0.3, 0.2, 0.0], [0.0, 0.1, -0.1], [0.2, -0.3, 0.0], [-0.1, 0.0, -0.2]], "energy_ev": -12002.3663, "homo_ha": -0.2916}

***

Entry 7:
{"formula": "C7H17NO", "method": "ωB97M-V/def2-TZVPD", "species": ["C", "C", "C", "C", "C", "H", "H", "H", "H", "H", "H", "H", "H", "H", "H", "H", "H", "N", "C", "C", "O", "H", "H", "H", "H", "H"], "coordinates": [[0.04338, 0.50576, 2.68447], [-0.10795, 0.64800, 1.17984], [-0.17760, 2.11465, 0.77464], [-1.32105, -0.10057, 0.68527], [1.30209, -0.02100, 0.51146], [0.99672, 0.91866, 3.02065], [0.01115, -0.54149, 2.98591], [-0.75491, 1.03668, 3.20844], [-0.36228, 2.20653, -0.29589], [0.74923, 2.63480, 1.02574], [-0.98318, 2.61496, 1.30541], [-1.11335, -1.17568, 0.57196], [-2.17780, 0.04832, 1.34181], [-1.63779, 0.22180, -0.30265], [1.55042, 0.14300, -0.53067], [2.11521, 0.51344, 0.99892], [1.31510, -1.05423, 0.83794], [0.15089, -2.80337, -2.10804], [-0.40343, -1.52681, -2.07370], [0.28764, -0.40494, -2.33008], [-0.36878, 0.80391, -2.46926], [-0.32436, -3.47310, -1.52214], [1.15062, -2.82266, -1.96666], [-1.48174, -1.49507, -2.04130], [1.34485, -0.41977, -2.55421], [0.19691, 1.42819, -2.93786]], "forces_ev_per_a": [[0.2, 0.0, 0.0], [2.4, -0.7, -1.5], [0.1, -0.1, 0.0], [-0.3, -0.6, -0.4], [-1.4, 1.7, 1.8], [0.0, 0.0, 0.0], [0.0, -0.1, 0.0], [-0.1, 0.0, 0.0], [0.1, 0.0, 0.0], [0.0, 0.0, 0.0], [-0.2, 0.1, 0.1], [-0.1, 0.2, 0.4], [0.0, -0.1, 0.2], [0.1, 0.2, -0.1], [-0.8, -0.3, 0.0], [0.1, -0.1, 0.5], [0.2, -0.3, -0.3], [0.1, -0.4, 0.2], [0.5, 1.1, -1.0], [-1.0, -1.1, -0.6], [0.1, 0.3, 0.1], [0.2, 0.0, 0.1], [-0.1, -0.1, 0.1], [-0.1, 0.1, 0.2], [0.1, 0.0, 0.1], [-0.1, -0.2, 0.1]], "energy_ev": -11071.0202, "homo_ha": -0.2759, "smiles": "CC(C)(C)C.N/C=C/O"}

***

Entry 8:
{"formula": "C7H17NO", "method": "ωB97M-V/def2-TZVPD", "species": ["C", "C", "N", "C", "C", "C", "O", "H", "H", "H", "H", "H", "H", "H", "H", "H", "H", "H", "C", "C", "H", "H", "H", "H", "H", "H"], "coordinates": [[-1.21704, -1.80388, -0.34956], [0.01940, -1.08665, -1.09586], [1.47947, -1.07003, -0.60502], [2.04960, -2.15433, 0.22775], [1.91608, 0.02173, -0.00731], [1.08852, 1.45250, 0.00788], [2.94680, 0.05532, 0.58723], [-2.02234, -0.89344, -0.24728], [-0.73206, -1.91059, 0.63967], [-1.61166, -2.66404, -0.66828], [0.06312, -1.74825, -2.11607], [-0.15625, -0.08430, -1.60444], [2.93159, -1.86053, 0.71095], [1.39217, -2.53709, 0.94940], [2.38579, -2.96847, -0.54537], [-0.00539, 1.56742, 0.20463], [1.16392, 2.05450, -0.79887], [1.58551, 2.05208, 0.78806], [-3.79513, 1.43568, 0.38021], [-3.06763, 2.73681, 0.68799], [-3.75224, 1.01603, -0.69484], [-3.50997, 0.57860, 0.93654], [-4.97129, 1.59618, 0.65551], [-3.39098, 3.54786, 0.01732], [-3.24141, 3.01399, 1.71302], [-2.02200, 2.67664, 0.49076]], "forces_ev_per_a": [[2.3, 7.9, 3.0], [0.5, -2.4, -4.8], [-3.0, -1.5, 0.9], [0.4, -3.3, -4.5], [-2.0, 5.4, 0.1], [-0.2, -1.9, 2.9], [2.0, 1.0, 1.1], [1.6, -2.7, -0.1], [-1.1, -0.3, 0.0], [-1.1, -3.1, -1.8], [0.3, 1.4, 2.2], [0.0, -1.1, 1.4], [0.9, 0.5, 0.3], [-1.3, -0.6, 0.8], [-0.8, 0.9, 1.7], [0.6, -1.2, 0.2], [0.8, 1.4, -3.3], [-0.1, -0.6, -0.1], [-3.4, 0.1, -1.3], [-0.6, -0.1, -1.1], [-0.1, 1.3, 1.4], [0.6, -0.5, 1.0], [2.7, -0.5, -0.9], [-0.3, -0.2, 0.4], [0.0, 0.2, 0.4], [1.0, -0.3, 0.2]], "energy_ev": -11069.1657, "homo_ha": -0.3437, "smiles": "CCN(C)C(C)=O.CC"}